Record 1
Entry from the Open Molecules 2025 dataset: a molecular structure, C32H32NNiO2S4Te at a distorted geometry (ωB97M-V/def2-TZVPD).

Computed properties:
Net charge = -2
<S²> = 1.233
Frontier orbital gap (spin up / spin down) = 5.29 / 5.08 eV
LUMO (spin up / spin down) = 0.1487 / 0.1430 Eh
Multiplicity = 2

Element x y z (Å)
Ni -0.560 -1.209 -1.673
O -0.027 -7.456 -4.826
C -0.143 -6.367 -4.297
S 0.034 -4.834 -5.139
C -0.271 -3.758 -3.764
C -0.518 -4.369 -2.581
S -0.836 -3.547 -1.112
S -0.496 -6.139 -2.592
S -0.223 -2.061 -4.006
C 0.115 4.039 -2.059
C 0.222 3.029 -3.209
C 1.543 3.256 -3.958
C -0.956 3.219 -4.175
C 0.183 1.663 -2.665
C 0.152 0.534 -2.210
H 0.143 5.068 -2.436
H 0.937 3.896 -1.358
H -0.813 3.884 -1.506
H 1.595 4.283 -4.337
H 1.631 2.566 -4.798
H 2.384 3.086 -3.285
H -0.936 4.218 -4.625
H -1.901 3.085 -3.648
H -0.910 2.474 -4.970
C 3.844 -1.833 6.475
C 2.923 -1.672 5.290
C 3.090 -2.420 4.134
C 2.240 -2.264 3.042
C 2.437 -3.136 1.823
C 1.207 -1.319 3.085
Te -0.144 -1.158 1.161
N -1.695 -0.607 -0.108
C -2.957 -0.344 0.168
O -3.443 -0.139 1.300
C -3.847 -0.262 -1.059
C -3.378 -0.626 -2.319
C -4.206 -0.565 -3.425
C -5.522 -0.142 -3.280
C -5.997 0.225 -2.028
C -5.161 0.167 -0.922
C 0.430 0.894 1.194
C -0.546 1.849 1.449
C -0.208 3.186 1.594
C 1.118 3.573 1.484
C 2.084 2.629 1.171
C 1.759 1.285 1.001
C 2.818 0.304 0.586
C 0.989 -0.613 4.274
C -0.184 0.318 4.458
C 1.858 -0.784 5.350
H 4.626 -2.563 6.269
H 3.285 -2.164 7.354
H 4.321 -0.883 6.727
H 3.902 -3.140 4.087
H 3.298 -3.796 1.946
H 2.584 -2.541 0.920
H 1.556 -3.757 1.647
H -2.344 -0.950 -2.420
H -3.829 -0.845 -4.401
H -6.179 -0.099 -4.142
H -7.023 0.558 -1.910
H -5.505 0.448 0.065
H -1.583 1.536 1.528
H -0.978 3.923 1.794
H 1.399 4.612 1.616
H 3.116 2.939 1.041
H 3.719 0.823 0.259
H 2.442 -0.295 -0.246
H 3.084 -0.362 1.411
H -0.993 0.058 3.778
H 0.104 1.352 4.262
H -0.558 0.262 5.483
H 1.696 -0.219 6.266



Record 2
Entry from the Open Molecules 2025 dataset: a molecular structure, C32H32O5PRuSe (ωB97M-V/def2-TZVPD).

Computed properties:
Net charge = 0
<S²> = 1.062
Frontier orbital gap (spin up / spin down) = 6.50 / 6.94 eV
LUMO (spin up / spin down) = -0.0416 / -0.0333 Eh
Multiplicity = 2

Element x y z (Å)
Ru -1.202 1.110 0.201
C 1.525 2.656 5.536
O 0.159 2.974 5.756
C -0.659 2.982 4.676
C -2.031 3.047 4.952
C -2.912 2.959 3.907
C -2.459 2.804 2.587
C -3.412 2.378 1.569
C -4.657 3.145 1.292
O -3.205 1.336 0.923
C -1.094 2.862 2.299
O -0.655 2.847 1.029
C -0.201 2.933 3.372
H 1.959 2.492 6.518
H 2.049 3.477 5.041
H 1.622 1.749 4.936
H -2.365 3.132 5.977
H -3.977 2.943 4.107
H -4.909 3.833 2.094
H -5.484 2.476 1.061
H -4.439 3.720 0.386
H 0.852 2.955 3.131
O -4.142 1.617 -2.513
C -3.097 1.237 -2.043
O -2.250 1.980 -1.367
C -2.658 -0.221 -2.196
P -0.899 -0.231 -1.751
C -0.074 0.746 -3.031
C -0.103 0.300 -4.352
C 0.442 1.076 -5.362
C 1.033 2.294 -5.056
C 1.078 2.736 -3.740
C 0.521 1.966 -2.730
C -0.293 -1.913 -2.013
C 1.048 -2.125 -2.330
C 1.537 -3.414 -2.464
C 0.699 -4.501 -2.260
C -0.632 -4.298 -1.923
C -1.127 -3.007 -1.793
H -2.864 -0.627 -3.185
H -3.230 -0.790 -1.460
H -0.558 -0.655 -4.591
H 0.394 0.736 -6.389
H 1.453 2.904 -5.846
H 1.531 3.689 -3.502
H 0.524 2.338 -1.713
H 1.708 -1.279 -2.479
H 2.576 -3.571 -2.723
H 1.084 -5.508 -2.362
H -1.290 -5.143 -1.767
H -2.166 -2.860 -1.525
C 4.469 -3.631 -0.323
C 3.265 -2.852 0.140
C 2.122 -3.495 0.588
C 1.013 -2.791 1.049
C -0.196 -3.559 1.523
C 1.056 -1.391 1.058
Se -0.429 -0.445 1.823
C 2.192 -0.716 0.593
C 2.323 0.785 0.620
C 3.276 -1.464 0.143
H 4.231 -4.687 -0.449
H 5.281 -3.558 0.404
H 4.850 -3.247 -1.271
H 2.083 -4.580 0.576
H -0.057 -4.628 1.356
H -1.095 -3.237 0.996
H -0.379 -3.394 2.587
H 1.415 1.300 0.311
H 3.134 1.108 -0.034
H 2.539 1.137 1.633
H 4.160 -0.939 -0.208



Record 3
Entry from the Open Molecules 2025 dataset: a molecular structure, C32H33AsMnN10S2 (ωB97M-V/def2-TZVPD).

Computed properties:
Net charge = +1
<S²> = 6.282
Frontier orbital gap (spin up / spin down) = 6.38 / 7.33 eV
LUMO (spin up / spin down) = -0.1223 / -0.0977 Eh
Multiplicity = 5

Element x y z (Å)
Mn -0.529 1.304 0.201
S 2.138 -0.535 2.081
C 2.053 0.720 3.338
C 3.215 1.059 4.022
C 3.169 1.990 5.049
C 1.967 2.582 5.403
C 0.801 2.254 4.722
C 0.845 1.323 3.693
As -0.704 0.842 2.664
C -1.129 -0.958 3.178
C -0.966 -1.348 4.503
C -1.262 -2.652 4.873
C -1.711 -3.559 3.922
C -1.867 -3.167 2.600
C -1.575 -1.864 2.225
C -2.135 1.932 3.375
C -2.073 3.312 3.170
C -3.116 4.125 3.590
C -4.228 3.563 4.206
C -4.295 2.191 4.402
C -3.250 1.373 3.988
H 4.148 0.588 3.740
H 4.077 2.249 5.577
H 1.932 3.298 6.212
H -0.136 2.716 5.006
H -0.599 -0.647 5.243
H -1.132 -2.961 5.901
H -1.931 -4.578 4.212
H -2.198 -3.879 1.856
H -1.673 -1.577 1.184
H -1.205 3.758 2.695
H -3.057 5.196 3.446
H -5.039 4.197 4.539
H -5.158 1.755 4.886
H -3.305 0.303 4.148
C -3.012 0.270 -4.629
N -1.801 0.447 -3.840
C -0.566 -0.027 -4.463
C -1.795 0.849 -2.554
N -0.850 0.632 -1.709
N -2.917 1.605 -2.188
C -3.236 2.111 -0.953
N -4.449 2.708 -0.907
N -2.439 2.050 0.068
H -3.143 1.073 -5.359
H -3.892 0.199 -3.993
H -2.938 -0.673 -5.169
H -0.591 0.261 -5.513
H -0.465 -1.110 -4.373
H 0.293 0.450 -3.997
H -0.144 -0.040 -2.031
H -3.470 1.955 -2.952
H -5.154 2.505 -1.594
H -4.760 3.123 -0.045
H -2.880 2.405 0.911
C 4.799 -0.974 -4.743
C 3.756 -2.002 -4.471
C 3.648 -3.206 -5.110
C 2.596 -4.058 -4.727
N 1.729 -3.755 -3.777
C 1.844 -2.583 -3.128
S 0.823 -2.138 -1.861
N 2.843 -1.723 -3.515
C 2.424 -5.393 -5.382
H 5.482 -1.326 -5.512
H 5.362 -0.758 -3.834
H 4.339 -0.039 -5.061
H 4.350 -3.484 -5.881
H 2.902 -0.825 -3.037
H 3.009 -5.478 -6.295
H 1.370 -5.565 -5.595
H 2.745 -6.170 -4.687
N 1.236 1.219 0.204
C 2.253 0.523 0.613
C 3.456 0.479 -0.090
C 4.662 -0.040 0.451
N 5.649 -0.443 0.888
C 3.452 0.897 -1.441
N 3.409 1.145 -2.567



Record 4
Entry from the Open Molecules 2025 dataset: a molecular structure, C32H33AsN6S2Tc at a distorted geometry (ωB97M-V/def2-TZVPD).

Computed properties:
Net charge = +2
<S²> = 3.864
Frontier orbital gap (spin up / spin down) = 5.09 / 5.03 eV
LUMO (spin up / spin down) = -0.2462 / -0.2923 Eh
Multiplicity = 4

Element x y z (Å)
Tc 0.000 0.000 0.000
C -0.257 3.035 -2.980
C 1.104 3.064 -3.267
C 1.980 2.215 -2.587
C 1.471 1.347 -1.624
N 0.090 1.319 -1.333
C -0.714 2.155 -2.015
C 2.370 0.410 -0.860
C 3.721 0.174 -0.882
C 4.233 -0.810 0.003
C 3.391 -1.534 0.886
C 2.048 -1.254 0.862
N 1.691 -0.322 0.000
C 0.866 -1.796 1.628
C 1.026 -2.792 2.590
C -0.096 -3.264 3.275
C -1.355 -2.741 2.992
C -1.462 -1.754 2.029
N -0.412 -1.268 1.344
H -0.951 3.687 -3.499
H 1.486 3.747 -4.022
H 3.038 2.245 -2.818
H -1.766 2.095 -1.755
H 4.388 0.711 -1.544
H 5.302 -1.015 0.004
H 3.811 -2.279 1.549
H 2.001 -3.206 2.818
H 0.013 -4.039 4.028
H -2.236 -3.096 3.514
H -2.422 -1.315 1.773
C 1.618 -4.134 0.308
As 0.772 -2.376 0.000
C -1.074 -3.066 -0.107
C 1.283 -2.171 -1.921
C 1.092 -3.392 -2.785
C 2.212 -4.100 -3.256
C 2.047 -5.230 -4.063
C 0.764 -5.659 -4.413
C -0.354 -4.953 -3.962
C -0.192 -3.823 -3.155
H 1.272 -4.872 -0.443
H 1.344 -4.498 1.320
H 2.720 -4.030 0.242
H -1.122 -4.013 -0.678
H -1.733 -2.300 -0.565
H -1.430 -3.278 0.922
H 2.362 -1.907 -1.888
H 0.751 -1.306 -2.370
H 3.215 -3.784 -2.996
H 2.914 -5.773 -4.417
H 0.638 -6.533 -5.038
H -1.347 -5.281 -4.241
H -1.070 -3.280 -2.833
S -0.002 0.001 -4.834
C -0.001 0.000 -3.073
N 0.000 0.000 -1.913
N -2.296 1.053 2.538
C -1.716 1.843 1.580
S -1.865 1.355 0.000
N -1.057 2.907 2.146
C -0.438 4.051 1.596
C 0.341 4.822 2.473
C 0.984 5.984 2.036
C 0.851 6.396 0.715
C 0.069 5.648 -0.162
C -0.576 4.486 0.278
H -2.867 0.292 2.185
H -2.624 1.473 3.396
H -0.901 2.785 3.138
H 0.466 4.526 3.511
H 1.588 6.565 2.729
H 1.348 7.297 0.369
H -0.048 5.969 -1.194
H -1.196 3.965 -0.440
H -1.350 -0.981 0.000



Record 5
Entry from the Open Molecules 2025 dataset: 2 unconnected molecules or ions with the total composition C32H33BF2O2S at a distorted geometry (ωB97M-V/def2-TZVPD).

Computed properties:
Net charge = 0
Frontier orbital gap = 8.02 eV
LUMO = 0.0044 Eh
SMILES string = CC1(C)OB([C@H](/C=C/c2cccc(F)c2)c2cccc(F)c2)OC1(C)C.Cc1ccc(-c2ccccc2)s1

Element x y z (Å)
C 3.401 1.437 2.004
C 2.119 0.607 2.048
C 1.418 0.695 3.401
O 1.233 1.286 1.117
B 0.961 0.401 0.116
C 0.044 0.820 -1.096
C 0.182 -0.318 -2.037
C -0.673 -0.798 -2.956
C -0.353 -1.961 -3.771
C -1.365 -2.669 -4.461
C -1.082 -3.815 -5.202
C 0.244 -4.276 -5.325
C 1.233 -3.589 -4.620
F 2.527 -4.062 -4.686
C 0.971 -2.448 -3.869
C 0.836 2.064 -1.472
C 0.505 3.318 -0.919
C 1.456 4.337 -0.909
C 2.729 4.168 -1.477
C 2.995 2.931 -2.063
F 4.304 2.630 -2.358
C 2.019 1.936 -2.220
O 1.410 -0.866 0.266
C 2.284 -0.865 1.418
C 3.691 -1.093 0.887
C 1.807 -2.026 2.280
H 4.198 1.031 2.642
H 3.764 1.483 0.962
H 3.172 2.465 2.314
H 2.003 0.236 4.209
H 1.265 1.752 3.656
H 0.426 0.234 3.377
H -0.983 1.035 -0.805
H 1.134 -0.846 -1.960
H -1.661 -0.360 -3.087
H -2.393 -2.315 -4.384
H -1.890 -4.372 -5.692
H 0.500 -5.134 -5.948
H 1.792 -1.933 -3.375
H -0.471 3.452 -0.432
H 1.226 5.281 -0.410
H 3.485 4.962 -1.446
H 2.244 1.039 -2.800
H 4.411 -1.029 1.706
H 3.782 -2.084 0.431
H 3.924 -0.346 0.114
H 2.477 -2.150 3.132
H 0.786 -1.874 2.655
H 1.821 -2.964 1.707
C -2.788 1.211 5.894
C -2.603 0.669 4.534
C -2.319 -0.648 4.217
C -2.320 -0.904 2.817
C -2.766 0.179 2.058
C -3.186 0.189 0.677
C -3.161 -1.015 -0.087
C -3.765 -1.056 -1.344
C -4.266 0.121 -1.920
C -4.207 1.333 -1.214
C -3.685 1.373 0.074
S -2.803 1.606 3.095
H -2.935 0.373 6.576
H -1.894 1.752 6.218
H -3.659 1.865 5.972
H -2.164 -1.374 5.005
H -2.022 -1.846 2.388
H -2.668 -1.905 0.305
H -3.818 -2.002 -1.893
H -4.659 0.098 -2.936
H -4.559 2.256 -1.691
H -3.659 2.318 0.593



Record 6
Entry from the Open Molecules 2025 dataset: a molecular structure, C32H33BN10SSiY (ωB97M-V/def2-TZVPD).

Computed properties:
Net charge = +1
Frontier orbital gap = 6.87 eV
LUMO = -0.1235 Eh

Element x y z (Å)
Y 0.504 0.273 0.143
C 1.063 4.490 -0.553
C -0.282 4.123 -0.803
N -0.367 2.954 -1.408
N 0.926 2.531 -1.570
C 1.792 3.456 -1.065
B 1.227 1.722 -2.853
N 2.529 0.967 -2.513
C 3.713 0.936 -3.134
C 4.599 0.222 -2.343
C 3.847 -0.136 -1.224
N 2.591 0.302 -1.336
N 0.058 0.753 -3.067
C -0.653 0.506 -4.170
C -1.596 -0.464 -3.881
C -1.380 -0.754 -2.537
N -0.381 -0.017 -2.049
H 1.434 5.381 -0.076
H -1.183 4.659 -0.546
H 2.858 3.304 -1.127
H 1.380 2.393 -3.836
H 3.847 1.435 -4.079
H 5.637 0.017 -2.535
H 4.151 -0.676 -0.342
H -0.444 1.038 -5.083
H -2.327 -0.889 -4.545
H -1.894 -1.459 -1.901
C -2.405 3.389 2.145
C -3.647 2.780 2.189
C -3.765 1.461 1.782
C -2.642 0.792 1.317
N -1.466 1.418 1.184
C -1.347 2.671 1.620
C -2.630 -0.684 1.086
C -3.743 -1.469 1.362
C -3.618 -2.845 1.329
C -2.387 -3.403 1.037
C -1.323 -2.561 0.738
N -1.455 -1.231 0.739
C 0.000 -3.110 0.322
C 0.324 -4.447 0.499
C 1.479 -4.943 -0.084
C 2.250 -4.095 -0.856
C 1.883 -2.762 -0.941
N 0.810 -2.262 -0.327
H -2.254 4.400 2.496
H -4.512 3.312 2.560
H -4.723 0.969 1.851
H -0.361 3.114 1.548
H -4.690 -1.023 1.620
H -4.469 -3.478 1.540
H -2.269 -4.475 1.010
H -0.311 -5.099 1.080
H 1.755 -5.981 0.046
H 3.132 -4.445 -1.374
H 2.472 -2.063 -1.513
C 3.180 3.457 4.186
Si 3.368 1.750 4.920
C 4.990 0.945 4.477
C 3.282 1.831 6.792
C 1.855 0.745 4.350
C 0.908 0.330 5.270
C -0.256 -0.344 4.874
C -0.440 -0.566 3.533
N 0.451 -0.181 2.606
C 1.582 0.437 3.004
S 2.646 0.833 1.654
H 3.904 4.160 4.600
H 2.179 3.832 4.412
H 3.303 3.439 3.099
H 5.803 1.560 4.871
H 5.126 0.835 3.402
H 5.063 -0.040 4.941
H 4.114 2.422 7.178
H 3.363 0.831 7.223
H 2.363 2.290 7.164
H 1.072 0.528 6.321
H -0.991 -0.682 5.591
H -1.321 -1.085 3.178